C18H8Cl9GeINO2Pt as an isolated structure, computed with ωB97M-V with the def2-TZVPD basis set.

Properties
**Gap between HOMO and LUMO (alpha / beta)**: 7.53 / 6.88 eV
**E_LUMO (alpha / beta)**: -1.76 / -2.37 eV
**Relative energy (zero: lowest compared OMol25 entry of this formula, charge and spin)**: 0.0 kJ/mol
**Total energy**: -204949.2228 eV
**⟨S²⟩**: 0.754

```
! wB97M-V def2-TZVPD RIJCOSX def2/J DEFGRID3
* xyz 0 2
Pt 0.513 0.567 -0.775
I -2.122 -5.480 0.596
Ge -0.618 0.120 -2.858
Cl 3.502 3.992 -3.851
Cl 2.673 1.165 -2.774
Cl -0.689 1.687 -4.321
Cl 2.078 6.539 -2.718
Cl -1.007 3.431 0.415
Cl -0.158 6.230 -0.578
Cl -0.531 -1.057 4.455
Cl -2.631 -0.656 -2.776
Cl 0.472 -1.495 -3.759
O 2.103 0.142 0.512
O 3.116 -1.006 2.132
N -1.065 0.348 0.812
C -2.492 -1.219 2.592
C 1.628 4.978 -2.163
C 1.895 2.600 -2.201
C 0.885 2.441 -1.259
C 2.272 -0.915 1.268
C -0.634 -4.034 0.771
C -0.434 -3.137 -0.270
C -3.026 -0.880 1.362
C -1.248 -0.712 2.928
C -2.288 -0.089 0.502
C 1.288 -2.040 1.050
C 2.271 3.851 -2.668
C 1.106 -2.987 2.052
C 0.531 -2.157 -0.104
C 0.625 4.838 -1.206
C -0.558 0.065 2.019
C 0.141 -3.973 1.923
C 0.248 3.568 -0.759
H -0.998 -3.209 -1.191
H -4.002 -1.234 1.061
H 1.714 -2.912 2.943
H -0.012 -4.691 2.717
H 0.737 -1.511 -0.966
H -3.028 -1.852 3.287
H -2.676 0.212 -0.458
H 0.416 0.474 2.256
*
```

Calculated atomic charges, method Mulliken, unit e: atom 1 (Pt): 0.98, atom 2 (I): 0.13, atom 3 (Ge): 0.72, atom 4 (Cl): -0.18, atom 5 (Cl): -0.10, atom 6 (Cl): -0.28, atom 7 (Cl): -0.18, atom 8 (Cl): -0.21, atom 9 (Cl): -0.18, atom 10 (Cl): -0.17, atom 11 (Cl): -0.32, atom 12 (Cl): -0.30, atom 13 (O): -0.67, atom 14 (O): -0.68, atom 15 (N): 0.05, atom 16 (C): -0.12, atom 17 (C): 0.17, atom 18 (C): 0.70, atom 19 (C): -0.93, atom 20 (C): 0.25, atom 21 (C): -0.20, atom 22 (C): -0.42, atom 23 (C): -0.96, atom 24 (C): -0.04, atom 25 (C): -0.44, atom 26 (C): 0.20, atom 27 (C): 0.16, atom 28 (C): -0.78, atom 29 (C): -0.50, atom 30 (C): 0.28, atom 31 (C): -0.58, atom 32 (C): -0.41, atom 33 (C): 0.39, atom 34 (H): 0.45, atom 35 (H): 0.47, atom 36 (H): 0.54, atom 37 (H): 0.41, atom 38 (H): 0.90, atom 39 (H): 0.47, atom 40 (H): 0.64, atom 41 (H): 0.74